## w
Computed, not measured: one molecule with the formula C4H4N2OS, with wB97M-V/def2-TZVPD.

```
12
Properties=species:S:1:pos:R:3:lowdin_charge:R:1
H 2.703 0.033 -2.000 0.0439
N 1.840 -0.414 -2.214 0.1624
C 0.989 -0.153 -1.313 -0.4690
N 1.223 0.592 -0.186 0.1405
C 0.347 0.660 0.737 -0.1608
C -0.919 0.053 0.727 -0.5773
S -2.124 0.210 2.038 0.7914
C -1.163 -0.680 -0.394 -0.1004
O -0.291 -0.691 -1.407 0.0648
H 0.627 1.226 1.595 0.1076
H -1.205 0.449 2.981 -0.1334
H -2.028 -1.286 -0.563 0.1303
```

Results
molecular weight: 128.156 Da
SMILES: [H]/N=c1\ncc(S)co1
LUMO level: -0.247 eV
HOMO energy: -8.72 eV
Kohn-Sham gap: 8.48 eV

## x
Computed, not measured: one molecule with the formula C4H4N2OS, with wB97M-V/def2-TZVPD.

```
12
Properties=species:S:1:pos:R:3:lowdin_charge:R:1
O 1.612 1.769 -1.142 0.0100
C 0.457 1.756 -0.491 -0.8649
S -0.406 3.120 -0.203 0.6887
C 0.103 0.439 -0.018 -0.3113
C -1.026 -0.003 0.642 -0.0360
N -0.910 -1.352 0.640 0.0561
C 0.262 -1.696 -0.007 -0.1675
N 0.915 -0.647 -0.355 0.0993
H 1.885 0.815 -1.089 0.0992
H -1.870 0.562 1.094 0.1401
H -1.581 -2.030 1.003 0.1615
H 0.558 -2.733 -0.073 0.1247
```

Results
molecular weight: 128.156 Da
SMILES: OC(=S)c1c[nH]cn1
LUMO level: 0.170 eV
HOMO energy: -8.50 eV
Kohn-Sham gap: 8.67 eV

## y
Computed, not measured: one molecule with the formula C4H4N2OS, with wB97M-V/def2-TZVPD.

```
12
Properties=species:S:1:pos:R:3:lowdin_charge:R:1
O 0.912 1.112 -2.610 0.0851
C 0.517 0.689 -1.406 -0.3920
C 0.039 -0.485 -0.938 0.0173
C -0.172 -0.216 0.467 -0.3973
C -0.627 -0.989 1.471 -0.4360
S -0.842 -0.535 3.119 0.8099
N 0.211 1.119 0.720 0.0260
N 0.613 1.646 -0.361 0.0896
H 0.824 0.367 -3.222 0.1207
H -0.140 -1.420 -1.447 0.1099
H -0.922 -2.018 1.258 0.0780
H -0.412 0.731 2.950 -0.1112
```

Results
molecular weight: 128.156 Da
SMILES: OC1=C/C(=C/S)N=N1
LUMO level: -0.758 eV
HOMO energy: -8.57 eV
Kohn-Sham gap: 7.81 eV

Energy comparison, zero being the most stable, in kJ/mol: w 134.2; x 0.0; y 193.9.

## w
Computed, not measured: one molecule with the formula C19H26N2O3S, with wB97M-V/def2-TZVPD.

```
51
Properties=species:S:1:pos:R:3:lowdin_charge:R:1
C 6.603 -3.155 -0.348 -0.0825
O 5.632 -4.075 0.096 -0.0742
C 4.359 -3.652 0.269 -0.2704
C 3.447 -4.616 0.712 0.0103
C 2.132 -4.282 0.917 -0.0027
C 1.670 -2.979 0.697 -0.1524
C 0.239 -2.712 0.956 -0.3229
O -0.541 -3.611 1.192 0.0928
C -0.207 -1.257 0.963 -0.2379
C -1.735 -1.132 0.903 -0.1104
C -2.157 0.218 1.502 -0.1355
N -1.108 1.197 1.293 -0.1302
C -0.936 1.877 0.132 -0.7976
S 0.426 2.791 -0.142 0.6662
N -1.895 1.777 -0.822 0.0124
C -2.016 2.740 -1.889 -0.1798
C -2.986 3.863 -1.487 -0.3122
C -3.264 4.841 -2.635 -0.1246
C -4.570 4.305 -3.219 -0.1557
C -5.263 3.776 -1.966 -0.1979
O -4.237 3.273 -1.130 -0.1144
C 0.026 0.933 2.157 -0.1846
C 0.299 -0.578 2.245 -0.1081
C 2.583 -2.026 0.250 -0.0165
C 3.908 -2.353 0.038 -0.0075
H 6.723 -2.327 0.357 0.0968
H 6.356 -2.759 -1.338 0.0968
H 7.534 -3.716 -0.407 0.0938
H 3.806 -5.619 0.884 0.1195
H 1.423 -5.022 1.259 0.1196
H 0.230 -0.745 0.101 0.1405
H -2.186 -1.952 1.463 0.1153
H -2.062 -1.213 -0.134 0.1198
H -3.111 0.559 1.096 0.1180
H -2.284 0.132 2.584 0.1292
H -2.794 1.404 -0.549 0.1157
H -2.395 2.221 -2.774 0.1320
H -1.027 3.153 -2.095 0.0627
H -2.578 4.368 -0.602 0.1502
H -3.410 5.848 -2.244 0.1173
H -2.449 4.857 -3.354 0.1174
H -4.372 3.489 -3.915 0.1108
H -5.156 5.068 -3.725 0.1108
H -5.793 4.587 -1.446 0.1216
H -5.966 2.964 -2.163 0.1205
H 0.888 1.457 1.739 0.0396
H -0.179 1.345 3.151 0.1273
H -0.218 -1.021 3.099 0.1265
H 1.367 -0.750 2.379 0.1156
H 2.278 -1.011 0.047 0.1140
H 4.583 -1.588 -0.312 0.1049
```

Results
molecular weight: 362.495 Da
SMILES: COc1ccc(C(=O)C2CCN(C(=S)NC[C@H]3CCCO3)CC2)cc1
LUMO level: 0.555 eV
HOMO energy: -7.90 eV
Kohn-Sham gap: 8.46 eV

## x
Computed, not measured: one molecule with the formula C19H26N2O3S, with wB97M-V/def2-TZVPD.

```
51
Properties=species:S:1:pos:R:3:lowdin_charge:R:1
C 2.183 4.683 5.549 -0.0701
C 2.058 4.260 3.959 -0.2358
C 1.001 3.257 3.702 -0.3373
C 0.828 2.922 2.338 -0.2636
C -0.486 2.210 2.009 -0.0276
H -1.326 2.604 2.472 0.0819
C -0.454 0.669 3.018 0.0067
N 0.851 -0.038 2.413 -0.0327
C 0.873 -0.710 1.280 -0.7336
N -0.266 -1.019 0.534 0.1207
C 0.286 -1.868 -0.488 -0.3526
C 1.537 -2.105 -0.615 -0.5699
S 2.157 -1.404 0.665 1.1675
C 2.164 -2.983 -1.720 -0.1696
H 1.442 -3.505 -2.283 0.0984
C 2.590 -1.951 -2.632 -0.1299
C 1.268 -1.262 -3.419 -0.7227
O 0.751 -1.768 -4.259 0.2156
O 1.218 -0.126 -3.053 0.2217
H 0.367 0.196 -3.230 0.1129
H 3.259 -1.049 -2.312 0.1416
H 3.303 -2.533 -3.340 0.1351
H 3.043 -3.546 -1.286 0.1404
C -0.950 -2.232 -1.314 -0.1109
C -1.609 -0.982 -2.081 0.0467
C -2.827 -1.379 -2.894 -0.0605
C -3.192 -2.548 -3.297 -0.2938
C -2.068 -3.712 -2.927 0.1449
C -1.234 -3.433 -1.808 -0.1001
H -0.670 -4.287 -1.554 0.0972
H -2.281 -4.659 -3.289 0.0682
O -3.960 -2.845 -4.276 -0.0588
C -4.788 -2.008 -4.758 -0.1922
H -4.337 -1.114 -5.247 0.0993
H -5.461 -1.449 -3.920 0.1489
H -5.307 -2.590 -5.486 0.0922
H -3.407 -0.398 -3.275 0.1447
H -1.701 -0.303 -1.342 0.0303
H 1.740 0.134 2.857 0.1117
H -0.190 0.779 4.036 0.0574
H -1.361 -0.001 2.599 0.1384
H -0.328 1.720 1.274 -0.0370
H 1.774 2.442 2.205 0.1165
H 0.692 3.874 1.839 0.1247
H 1.227 2.579 4.520 0.1095
H -0.081 3.782 4.032 0.1807
H 2.921 3.834 3.754 0.0482
H 1.785 5.173 3.391 0.1227
H 1.395 5.289 5.746 0.0026
H 2.483 3.925 6.298 0.0674
H 3.087 5.474 5.611 0.1041
```

Results
molecular weight: 362.495 Da
LUMO level: -0.116 eV
HOMO energy: -7.55 eV
Kohn-Sham gap: 7.44 eV

Energy comparison, zero being the most stable, in kJ/mol: w 0.0; x 1306.9.

## w
Computed, not measured: a 5-piece molecular cluster, C5H20O5 overall, with wB97M-V/def2-TZVPD.

```
30
Properties=species:S:1:pos:R:3:lowdin_charge:R:1
C -3.118 3.024 1.220 -0.1822
O -2.694 2.786 2.547 -0.1271
H -3.808 2.211 0.989 0.0770
H -3.499 4.033 1.067 0.0759
H -2.348 2.932 0.454 0.0590
H -2.315 1.904 2.528 0.0406
C 3.688 -0.987 0.066 -0.1494
O 2.490 -1.447 0.690 -0.1372
H 4.545 -0.974 0.739 0.0736
H 3.972 -1.662 -0.741 0.0751
H 3.553 0.060 -0.204 0.0738
H 2.627 -1.891 1.530 0.0777
C 0.404 0.424 -2.447 -0.1440
O -0.504 -0.520 -2.893 -0.1236
H 1.287 0.359 -3.082 0.0844
H -0.051 1.407 -2.563 0.0926
H 0.684 0.190 -1.420 0.0694
H -0.903 -0.286 -3.734 0.1030
C 0.427 0.993 1.695 -0.1666
O -0.914 0.781 1.414 -0.1141
H 0.646 1.997 2.057 0.0870
H 0.821 0.306 2.444 0.0746
H 1.057 0.830 0.821 0.0527
H -1.039 0.017 0.846 0.0531
C -0.826 -3.076 -0.558 -0.1065
O -1.190 -1.648 -0.461 -0.1346
H -1.719 -3.701 -0.577 0.0702
H -0.200 -3.293 -1.423 0.0774
H -0.246 -3.489 0.267 0.0663
H -0.826 -1.281 -1.270 0.0018
```

Results
molecular weight: 160.210 Da
SMILES: CO.CO.CO.CO.CO
LUMO level: 0.521 eV
HOMO energy: -9.40 eV
Kohn-Sham gap: 9.92 eV

## x
Computed, not measured: a 5-piece molecular cluster, C5H20O5 overall, with wB97M-V/def2-TZVPD.

```
30
Properties=species:S:1:pos:R:3:lowdin_charge:R:1
C 10.420 8.207 -30.612 -0.1476
O 11.427 8.570 -31.560 -0.1296
H 9.590 7.709 -31.123 0.0494
H 10.875 7.503 -29.922 0.0809
H 9.984 9.072 -30.110 0.0832
H 11.059 9.244 -32.138 0.0676
C 9.513 1.443 -26.728 -0.1605
O 9.341 1.803 -28.095 -0.1332
H 10.201 0.600 -26.625 0.0748
H 9.927 2.274 -26.143 0.0753
H 8.530 1.244 -26.309 0.0776
H 10.211 2.033 -28.434 0.0719
C 5.375 8.414 -27.639 -0.1664
O 6.737 8.149 -27.335 -0.1464
H 4.891 7.448 -27.838 0.0738
H 4.895 8.868 -26.778 0.0715
H 5.280 9.037 -28.534 0.0710
H 7.116 7.568 -28.015 0.0198
C 8.084 5.137 -28.252 -0.1254
O 7.882 6.270 -29.094 -0.1623
H 7.382 4.341 -28.535 0.0821
H 9.037 4.670 -28.527 0.0696
H 7.983 5.411 -27.209 0.0846
H 7.793 6.014 -30.029 0.0411
C 8.203 5.981 -32.977 -0.1376
O 7.459 6.208 -31.795 -0.1344
H 9.219 5.680 -32.719 0.0854
H 7.801 5.136 -33.541 0.0831
H 8.291 6.876 -33.595 0.0826
H 6.516 6.179 -31.977 0.0980
```

Results
molecular weight: 160.210 Da
SMILES: CO.CO.CO.CO.CO
LUMO level: 0.428 eV
HOMO energy: -9.51 eV
Kohn-Sham gap: 9.94 eV

## y
Computed, not measured: C5H20O5 as an isolated structure, with wB97M-V/def2-TZVPD.

```
30
Properties=species:S:1:pos:R:3:lowdin_charge:R:1
C 21.184 20.920 -20.473 -0.0729
O 20.818 19.970 -21.469 -0.1049
H 21.225 21.926 -20.890 0.1006
H 20.349 20.947 -19.773 0.0339
H 22.110 20.688 -19.949 0.1186
H 19.917 20.166 -21.737 0.1417
C 19.726 18.555 -19.540 -0.1098
O 20.783 18.165 -20.487 -0.1695
H 20.064 18.499 -18.505 0.0403
H 19.379 19.574 -19.707 0.0458
H 18.824 17.970 -19.720 0.0884
H 21.130 18.952 -20.913 -0.1527
C 18.838 18.940 -16.404 -0.1529
O 20.148 18.645 -16.781 -0.2201
H 18.245 18.071 -16.119 0.0951
H 18.905 19.621 -15.556 0.0858
H 18.358 19.442 -17.245 0.0861
H 20.394 17.819 -16.357 0.1176
C 20.470 20.823 -17.568 -0.2072
O 21.271 21.941 -17.792 -0.0983
H 19.961 20.983 -16.617 0.0844
H 19.639 20.756 -18.270 0.0608
H 21.083 19.924 -17.642 0.0993
H 22.113 21.829 -17.345 0.0914
C 22.034 17.986 -22.995 -0.2095
O 21.760 17.098 -24.008 -0.0894
H 22.050 19.035 -23.293 0.0812
H 21.464 17.803 -22.084 0.0509
H 23.040 17.728 -22.666 0.0898
H 20.814 17.263 -24.031 0.0758
```

Results
molecular weight: 160.210 Da
LUMO level: 0.435 eV
HOMO energy: -8.87 eV
Kohn-Sham gap: 9.31 eV

Energy comparison, zero being the most stable, in kJ/mol: w 24.7; x 0.0; y 423.3.

## w
Computed, not measured: a 2-piece molecular cluster, C3H11NO overall, with wB97M-V/def2-TZVPD.

```
16
Properties=species:S:1:pos:R:3:lowdin_charge:R:1
C -0.678 1.202 1.170 -0.1166
C -0.149 0.846 -0.216 -0.2871
C -0.756 -0.441 -0.773 -0.3204
N -0.135 -0.787 -2.050 -0.0102
H -0.489 0.433 1.928 0.0686
H -1.756 1.341 1.113 0.0693
H -0.269 2.162 1.515 0.0745
H -0.434 1.636 -0.907 0.1056
H 0.948 0.837 -0.267 0.1001
H -1.808 -0.233 -0.981 0.1128
H -0.708 -1.268 -0.049 0.1060
H -0.611 -1.553 -2.502 0.0608
H 0.840 -1.018 -1.924 0.0620
O 2.188 -1.330 1.116 -0.0493
H 1.369 -0.889 0.873 -0.0152
H 2.450 -0.939 1.954 0.0393
```

Results
molecular weight: 77.127 Da
SMILES: CCCN.O
LUMO level: 0.937 eV
HOMO energy: -9.31 eV
Kohn-Sham gap: 10.25 eV

## x
Computed, not measured: a 2-piece molecular cluster, C3H11NO overall, with wB97M-V/def2-TZVPD.

```
16
Properties=species:S:1:pos:R:3:lowdin_charge:R:1
C 1.274 -0.424 1.707 -0.1106
C -0.162 -0.466 1.185 -0.3325
O -0.449 0.523 0.200 -0.3134
C -1.825 0.893 -0.444 -0.0032
H 1.684 -1.172 2.449 0.0845
H 1.921 -0.678 0.808 0.0758
H 1.397 0.633 2.134 0.0939
H -0.822 -0.186 2.090 0.1243
H -0.353 -1.509 0.713 0.1347
H -1.955 0.197 -1.281 0.0665
H -1.737 1.855 -0.883 0.0601
H -2.612 0.692 0.379 0.1095
N 0.804 -0.366 -2.198 -0.0107
H 0.239 0.381 -1.651 0.0181
H 0.798 -0.171 -3.209 0.0015
H 1.798 -0.200 -1.998 0.0015
```

Results
molecular weight: 77.127 Da
SMILES: CCOC.N
LUMO level: 1.079 eV
HOMO energy: -9.62 eV
Kohn-Sham gap: 10.70 eV

Energy comparison, zero being the most stable, in kJ/mol: w 0.0; x 185.1.

## w
Computed, not measured: a 2-piece molecular cluster, C3H11NO overall, with wB97M-V/def2-TZVPD.

```
16
Properties=species:S:1:pos:R:3:lowdin_charge:R:1
C 0.072 -1.069 -1.297 -0.1253
N -0.448 -0.267 -0.145 -0.3469
C -0.495 -0.931 1.229 -0.0886
C -1.736 0.461 -0.426 -0.1356
H 0.943 -1.628 -0.927 0.0633
H -0.744 -1.869 -1.717 0.1156
H 0.380 -0.373 -2.142 0.0862
H -0.744 -0.193 1.977 0.0642
H 0.514 -1.298 1.398 0.0683
H -1.229 -1.737 1.215 0.0737
H -2.694 -0.010 -0.664 0.0523
H -2.006 1.162 0.506 0.1082
H -1.453 1.111 -1.366 0.1003
O 2.401 1.656 0.493 -0.0748
H 1.739 1.012 0.289 -0.0266
H 2.173 1.679 1.469 0.0656
```

Results
molecular weight: 77.127 Da
SMILES: CN(C)C.O
LUMO level: 0.793 eV
HOMO energy: -8.74 eV
Kohn-Sham gap: 9.53 eV

## x
Computed, not measured: a 2-piece molecular cluster, C3H11NO overall, with wB97M-V/def2-TZVPD.

```
16
Properties=species:S:1:pos:R:3:lowdin_charge:R:1
C 0.304 1.597 -1.019 -0.1271
N 0.952 0.617 -0.139 -0.2027
C 0.767 0.896 1.280 -0.1344
H 0.702 1.497 -2.023 0.0817
H 0.393 2.659 -0.747 0.0771
H -0.762 1.367 -1.011 0.0788
H 1.955 0.614 -0.312 0.1118
H -0.262 0.762 1.586 0.0671
H 1.366 0.198 1.864 0.0840
H 0.991 1.938 1.555 0.0783
C -1.092 -1.969 0.461 -0.1865
O -0.977 -1.227 -0.726 -0.1484
H -1.989 -2.591 0.397 0.0757
H -1.139 -1.337 1.349 0.0570
H -0.263 -2.680 0.607 0.0766
H -0.163 -0.695 -0.709 0.0112
```

Results
molecular weight: 77.127 Da
SMILES: CNC.CO
LUMO level: 0.989 eV
HOMO energy: -9.47 eV
Kohn-Sham gap: 10.46 eV

Energy comparison, zero being the most stable, in kJ/mol: w 66.1; x 0.0.

## w
Computed, not measured: a 2-piece molecular cluster, C3H11NO overall, with wB97M-V/def2-TZVPD.

```
16
Properties=species:S:1:pos:R:3:lowdin_charge:R:1
C 0.071 -1.177 1.894 -0.1031
C 0.562 -0.679 0.548 -0.4974
C -0.033 0.713 0.368 -0.1053
N 2.043 -0.668 0.703 0.0043
H -1.042 -1.176 1.843 0.0799
H 0.351 -2.203 2.111 0.0715
H 0.216 -0.477 2.726 0.0814
H 0.388 -1.253 -0.375 0.1356
H 0.364 1.207 -0.528 0.0676
H -1.119 0.746 0.294 0.0724
H 0.252 1.390 1.175 0.0731
H 2.366 -0.115 1.485 0.0621
H 2.435 -0.307 -0.162 0.0587
O -2.705 1.337 -3.947 -0.0470
H -2.144 0.714 -4.400 0.0244
H -2.005 1.948 -3.735 0.0219
```

Results
molecular weight: 77.127 Da
SMILES: CC(C)N.O
LUMO level: 0.692 eV
HOMO energy: -9.24 eV
Kohn-Sham gap: 9.93 eV

## x
Computed, not measured: a 2-piece molecular cluster, C3H11NO overall, with wB97M-V/def2-TZVPD.

```
16
Properties=species:S:1:pos:R:3:lowdin_charge:R:1
C -0.896 0.499 -2.393 -0.1092
C -0.893 -0.442 -1.051 -0.3262
N -2.199 -0.415 -0.399 -0.0239
H -0.739 1.554 -2.201 0.0391
H -1.967 0.475 -2.757 0.0649
H -0.229 0.073 -3.184 0.0590
H -0.064 -0.114 -0.434 0.0436
H -0.493 -1.387 -1.539 0.1069
H -2.685 -1.278 -0.520 0.0487
H -2.112 -0.006 0.576 0.0926
C 1.323 -0.170 1.833 -0.1563
O 2.516 0.637 1.910 -0.1181
H 1.044 -1.100 2.467 0.1065
H 1.364 -0.554 0.823 0.0452
H 0.573 0.584 2.020 0.0722
H 3.371 0.245 1.927 0.0552
```

Results
molecular weight: 77.127 Da
SMILES: CCN.CO
LUMO level: 0.886 eV
HOMO energy: -9.01 eV
Kohn-Sham gap: 9.89 eV

Energy comparison, zero being the most stable, in kJ/mol: w 0.0; x 142.1.